Density functional theory data (the ωB97M-V functional and the def2-TZVPD basis) for a gas-phase ion, H2O2PS (charge -1).

Summary:
E_LUMO	0.1538	hartree
F_max	0.06149	Eh/bohr
SMILES	O=S([O-])#[PH2]
M	97.1	g mol⁻¹
frontier orbital gap	0.2651	Ha
highest occupied orbital energy	-3.0	eV
relative energy (zero: lowest compared OMol25 entry of this formula, charge and spin)	103.5	kJ/mol

```
! RIJCOSX wB97M-V def2-TZVPD def2/J DEFGRID3
* xyz -1 1
O 0.650 1.722 -0.610
S 0.924 0.375 0.039
O 1.740 -0.562 -0.850
P -1.249 -0.513 -0.230
H -1.293 0.445 0.855
H -0.771 -1.467 0.795
*
```

For reference, the natural (NBO) charges in units of e are:
1. O -1.0368
2. S 1.3253
3. O -1.0318
4. P -0.1792
5. H -0.0313
6. H -0.0462



Density functional theory data (the ωB97M-V functional and the def2-TZVPD basis) for 2 unconnected molecules or ions with the total composition H2O3S2.

Summary:
E_LUMO	-0.0402	hartree
F_max	0.06032	Eh/bohr
M	114.1	g mol⁻¹
frontier orbital gap	0.2888	Ha
highest occupied orbital energy	-9.0	eV
relative energy (zero: lowest compared OMol25 entry of this formula, charge and spin)	36.6	kJ/mol

```
! RIJCOSX wB97M-V def2-TZVPD def2/J DEFGRID3
* xyz 0 1
O 3.003 -0.503 0.307
O -0.940 -0.237 -1.200
O 0.848 0.301 1.209
S 1.753 -0.824 0.916
S -1.672 -0.027 0.259
H -1.513 1.247 0.446
H -1.479 0.043 -1.937
*
```

Results of the natural (NBO) charge analysis, in e, for atoms 1 through 6:
1. O -0.8212
2. O -0.8630
3. O -0.8270
4. S 1.6356
5. S 0.3153
6. H 0.0724



Density functional theory data (the ωB97M-V functional and the def2-TZVPD basis) for a molecular structure, H2OSn.

Summary:
E_LUMO (alpha / beta)	-0.2499 / -0.2435	hartree
F_max	0.02345	Eh/bohr
M	136.7	g mol⁻¹
frontier orbital gap (alpha / beta)	0.2229 / 0.3851	Ha
highest occupied orbital energy (alpha / beta)	-12.9 / -17.1	eV
relative energy (zero: lowest compared OMol25 entry of this formula, charge and spin)	0.0	kJ/mol

```
! RIJCOSX wB97M-V def2-TZVPD def2/J DEFGRID3
* xyz 1 2
Sn -2.246 -24.486 20.482
O -3.460 -24.363 23.099
H -4.206 -23.973 23.556
H -3.473 -25.283 23.360
*
```

For reference, the natural (NBO) charges in units of e are:
1. Sn 0.9703
2. O -0.9814
3. H 0.5144
4. H 0.4967



Density functional theory data (the ωB97M-V functional and the def2-TZVPD basis) for 14 unconnected molecules or ions with the total composition H30NO13.

Summary:
E_LUMO	-0.1086	hartree
F_max	0.21720	Eh/bohr
M	252.2	g mol⁻¹
frontier orbital gap	0.3806	Ha
highest occupied orbital energy	-13.3	eV
relative energy (zero: lowest compared OMol25 entry of this formula, charge and spin)	609.1	kJ/mol

```
! RIJCOSX wB97M-V def2-TZVPD def2/J DEFGRID3
* xyz 1 1
N -0.204 0.077 0.376
H -0.935 -0.286 -0.170
H -0.349 0.958 0.305
H 0.681 -0.328 0.061
H -0.308 -0.192 1.379
O -0.122 0.545 -2.715
H 0.400 -0.127 -2.996
H -0.016 1.137 -3.442
O 2.846 0.847 -1.732
H 1.896 1.261 -2.001
H 3.519 1.517 -1.679
O 1.429 2.984 0.628
H 1.582 3.518 -0.157
H 1.829 3.472 1.367
O -1.847 -2.577 1.288
H -2.841 -2.771 0.972
H -1.831 -2.597 2.225
O -0.931 2.069 2.676
H -0.037 2.518 2.651
H -1.323 2.892 2.813
O 1.026 -3.071 1.006
H 0.838 -2.900 1.792
H 0.344 -2.940 0.414
O 2.920 -1.175 0.276
H 3.203 -1.313 -0.748
H 2.600 -2.175 0.494
O -1.267 3.492 -1.381
H -1.935 2.832 -1.153
H -0.925 3.310 -2.197
O -2.604 -0.881 -2.366
H -2.060 -0.397 -3.011
H -3.119 -1.661 -2.810
O 0.167 -1.640 3.379
H 0.768 -1.322 3.948
H 0.056 -2.602 3.699
O 2.642 0.882 2.292
H 2.824 0.167 1.620
H 2.220 1.423 1.620
O -2.851 1.368 -0.663
H -3.541 1.341 -0.008
H -3.081 0.595 -1.087
O -0.319 -2.636 -2.123
H -0.168 -3.330 -2.743
H -1.173 -2.285 -2.098
*
```

Results of the natural (NBO) charge analysis, in e, for atoms 1 through 6:
1. N -0.8303
2. H 0.4354
3. H 0.4310
4. H 0.4666
5. H 0.4704
6. O -0.9495



Density functional theory data (the ωB97M-V functional and the def2-TZVPD basis) for 16 unconnected molecules or ions with the total composition H30NO18.

Summary:
E_LUMO	0.0805	hartree
F_max	0.09892	Eh/bohr
M	332.2	g mol⁻¹
frontier orbital gap	0.3381	Ha
highest occupied orbital energy	-7.0	eV
relative energy (zero: lowest compared OMol25 entry of this formula, charge and spin)	0.0	kJ/mol

```
! RIJCOSX wB97M-V def2-TZVPD def2/J DEFGRID3
* xyz -1 1
N -14.741 -15.437 -7.318
O -15.602 -15.132 -8.199
O -13.619 -14.920 -7.325
O -14.866 -16.572 -6.731
O -14.393 -13.329 -10.259
H -14.927 -13.480 -9.471
H -15.045 -13.185 -10.998
O -11.335 -16.392 -8.208
H -11.982 -15.987 -7.628
H -11.860 -17.114 -8.601
O -16.100 -14.935 -4.607
H -16.269 -15.550 -3.928
H -16.914 -15.102 -5.124
O -18.283 -16.555 -8.521
H -19.110 -16.280 -8.105
H -18.159 -15.873 -9.167
O -14.651 -11.556 -7.785
H -14.415 -12.060 -6.989
H -14.739 -10.658 -7.477
O -12.795 -15.553 -4.859
H -11.856 -15.294 -4.907
H -13.175 -15.418 -5.736
O -12.778 -15.620 -10.734
H -12.401 -15.860 -9.879
H -13.253 -14.762 -10.619
O -15.217 -18.234 -4.386
H -15.248 -17.747 -5.198
H -14.398 -18.676 -4.285
O -16.932 -12.405 -8.703
H -16.140 -12.010 -8.324
H -17.377 -12.870 -7.976
O -17.574 -14.654 -10.403
H -17.384 -13.819 -9.970
H -18.433 -14.481 -10.796
O -18.134 -13.987 -6.837
H -17.488 -14.646 -7.146
H -18.921 -14.495 -6.933
O -15.462 -17.348 -9.744
H -16.254 -17.791 -9.454
H -15.476 -16.541 -9.291
O -11.478 -13.107 -6.382
H -11.577 -12.149 -6.134
H -11.325 -13.034 -7.324
O -16.822 -18.496 -7.389
H -16.159 -17.856 -7.128
H -17.428 -17.811 -7.712
O -14.044 -12.878 -5.511
H -13.243 -13.245 -5.829
H -14.534 -13.626 -5.251
*
```

Results of the natural (NBO) charge analysis, in e, for atoms 1 through 6:
1. N 0.7200
2. O -0.5559
3. O -0.5181
4. O -0.5503
5. O -0.9672
6. H 0.5050



Density functional theory data (the ωB97M-V functional and the def2-TZVPD basis) for 15 unconnected molecules or ions with the total composition H30O15.

Summary:
E_LUMO	-0.0110	hartree
F_max	0.11908	Eh/bohr
M	270.2	g mol⁻¹
frontier orbital gap	0.4013	Ha
highest occupied orbital energy	-11.2	eV
relative energy (zero: lowest compared OMol25 entry of this formula, charge and spin)	356.3	kJ/mol

```
! RIJCOSX wB97M-V def2-TZVPD def2/J DEFGRID3
* xyz 0 1
O 2.132 0.418 -0.766
H 2.370 1.128 -0.129
H 2.606 0.698 -1.550
O -3.941 -0.211 0.751
H -3.757 -1.191 1.044
H -4.559 0.174 1.507
O 2.245 2.364 1.117
H 3.107 2.717 1.398
H 1.573 3.016 1.020
O -2.620 -2.667 2.408
H -1.747 -2.720 2.246
H -2.733 -2.304 3.301
O 2.837 -1.164 -3.245
H 2.270 -1.804 -2.794
H 2.145 -0.573 -3.348
O -3.636 -2.991 -1.306
H -4.235 -2.293 -0.889
H -3.850 -2.467 -2.212
O 2.537 0.916 3.872
H 3.219 1.079 3.250
H 1.922 1.676 3.823
O 1.514 3.991 -2.124
H 1.383 3.121 -2.093
H 0.700 4.176 -2.662
O -1.050 -2.067 -1.813
H -1.492 -1.267 -1.456
H -1.773 -2.660 -1.581
O -2.344 2.031 -0.572
H -3.144 1.484 -0.421
H -1.750 1.392 -1.025
O -0.675 3.483 1.377
H -0.688 3.981 0.587
H -1.482 2.891 1.171
O 4.777 -0.927 0.097
H 4.269 -1.340 0.795
H 4.075 -0.597 -0.532
O -1.001 -0.523 0.881
H -1.494 -0.157 1.607
H -0.123 -0.796 1.312
O -0.295 0.460 -1.951
H -0.912 -0.013 -1.468
H 0.469 0.513 -1.404
O 0.816 -3.825 0.876
H 0.574 -3.341 0.013
H 1.762 -3.810 0.886
*
```

Results of the natural (NBO) charge analysis, in e, for atoms 1 through 6:
1. O -0.9869
2. H 0.5103
3. H 0.4749
4. O -1.0034
5. H 0.5147
6. H 0.4861



Density functional theory data (the ωB97M-V functional and the def2-TZVPD basis) for 15 unconnected molecules or ions with the total composition H30O15.

Summary:
E_LUMO	-0.0249	hartree
F_max	0.05852	Eh/bohr
M	270.2	g mol⁻¹
frontier orbital gap	0.3192	Ha
highest occupied orbital energy	-9.4	eV
relative energy (zero: lowest compared OMol25 entry of this formula, charge and spin)	319.4	kJ/mol

```
! RIJCOSX wB97M-V def2-TZVPD def2/J DEFGRID3
* xyz 0 1
O 1.769 2.480 -1.993
H 1.242 1.748 -1.677
H 1.253 3.115 -2.449
O -3.431 0.651 -0.867
H -3.298 -0.066 -1.481
H -3.180 0.426 0.003
O 0.746 3.616 0.421
H 0.982 3.279 -0.427
H 0.080 3.082 0.832
O -2.242 2.909 1.099
H -2.351 1.989 1.285
H -2.628 3.328 1.875
O -0.702 1.082 -2.567
H -1.329 0.792 -1.960
H -0.090 0.369 -2.540
O -2.663 0.528 1.882
H -3.467 0.239 2.321
H -1.952 -0.147 1.985
O 1.988 1.747 1.972
H 2.704 1.156 2.041
H 1.360 1.246 1.471
O 0.880 -1.384 -2.157
H 1.532 -2.091 -2.235
H 0.086 -1.674 -2.578
O -0.301 -0.892 2.807
H 0.628 -0.788 2.765
H -0.575 -0.147 3.318
O 0.069 -3.328 -0.634
H 0.605 -2.577 -0.885
H -0.076 -3.834 -1.437
O -0.296 -3.521 2.360
H -0.801 -3.747 3.213
H -0.243 -2.569 2.352
O -2.008 -1.764 0.048
H -2.780 -2.039 -0.442
H -1.328 -2.380 -0.228
O -0.005 0.442 0.204
H 0.788 0.222 -0.251
H -0.574 -0.282 0.464
O 2.737 -0.159 -0.307
H 3.253 0.083 0.462
H 2.785 -1.116 -0.133
O 3.424 -0.160 -2.914
H 4.316 0.117 -2.960
H 3.077 0.004 -2.045
*
```

Results of the natural (NBO) charge analysis, in e, for atoms 1 through 6:
1. O -0.9507
2. H 0.4770
3. H 0.4858
4. O -0.9500
5. H 0.4561
6. H 0.4867



Density functional theory data (the ωB97M-V functional and the def2-TZVPD basis) for 15 unconnected molecules or ions with the total composition H31O15.

Summary:
E_LUMO	-0.1084	hartree
F_max	0.05908	Eh/bohr
M	271.2	g mol⁻¹
frontier orbital gap	0.3775	Ha
highest occupied orbital energy	-13.2	eV
relative energy (zero: lowest compared OMol25 entry of this formula, charge and spin)	288.2	kJ/mol

```
! RIJCOSX wB97M-V def2-TZVPD def2/J DEFGRID3
* xyz 1 1
O 3.450 -0.366 -2.206
H -0.886 0.035 -0.758
H -0.753 2.067 3.963
O -0.464 1.151 3.947
H 4.048 -0.965 0.087
H -3.382 0.663 -0.966
O -2.009 -0.161 -3.339
H 0.259 -4.353 -1.334
H 2.642 2.047 3.004
O -3.559 1.032 -1.855
H -0.907 3.919 1.465
H 2.861 2.534 0.254
O -0.411 -0.461 -1.483
H -3.700 1.981 -1.831
H 2.625 -1.456 0.713
O 0.805 2.470 -2.572
H -1.149 -0.551 -2.634
H -1.564 0.635 -3.708
O -0.503 -3.804 -1.104
H 0.054 2.922 -2.165
H 0.626 -1.424 1.836
O -2.168 0.636 0.290
H -0.981 -3.731 -1.948
H 0.656 0.109 1.656
O -1.282 3.332 0.776
H -0.622 -1.409 -1.319
H -0.236 -3.112 2.656
O 2.067 2.555 -0.293
H -1.670 -0.007 0.861
O 3.573 -1.534 0.691
H -1.197 0.538 3.863
H 2.141 2.007 -1.083
O 0.128 -0.670 1.405
H -0.369 3.325 0.358
H 1.434 3.153 -2.823
O 0.355 -3.267 3.413
H 3.376 0.216 -2.983
H 0.908 -2.474 3.342
O 2.585 1.090 3.043
H 3.856 -1.100 -2.700
H -3.411 -2.133 -0.743
O -2.536 -2.448 -0.499
H -2.557 -3.410 -0.641
H -2.695 0.526 -2.937
H -1.746 1.324 0.833
H 2.230 0.889 3.916
*
```

Results of the natural (NBO) charge analysis, in e, for atoms 1 through 6:
1. O -0.9412
2. H 0.5225
3. H 0.4798
4. O -0.9636
5. H 0.4926
6. H 0.5344



Density functional theory data (the ωB97M-V functional and the def2-TZVPD basis) for 16 unconnected molecules or ions with the total composition H31O16.

Summary:
E_LUMO	0.0736	hartree
F_max	0.05946	Eh/bohr
M	287.2	g mol⁻¹
frontier orbital gap	0.3102	Ha
highest occupied orbital energy	-6.4	eV
relative energy (zero: lowest compared OMol25 entry of this formula, charge and spin)	374.8	kJ/mol

```
! RIJCOSX wB97M-V def2-TZVPD def2/J DEFGRID3
* xyz -1 1
O -1.131 1.850 -2.877
H 3.752 2.013 0.632
H -1.662 2.479 -4.812
O 1.760 0.310 -0.087
H -2.027 1.495 -2.755
H -0.554 1.766 -2.119
O 2.520 -0.545 4.434
H 1.436 -0.578 -0.102
H -0.265 3.176 -4.531
O -1.063 3.171 -5.043
H -0.443 -4.462 -0.238
H 2.562 0.571 0.335
O 3.882 2.909 0.264
H -2.483 0.785 0.216
H -0.909 -1.732 1.681
O -4.732 2.506 0.570
H -5.551 2.041 0.594
H -3.901 2.018 0.797
O -3.721 0.026 2.960
H -3.294 0.799 2.530
H -4.176 -0.536 2.352
O 1.912 -4.984 3.459
H 1.150 -4.434 3.553
H 1.643 -0.725 4.059
O 1.338 3.092 -1.700
H 1.460 2.337 -1.130
O -2.415 1.356 1.411
H 3.379 2.892 -0.555
H -1.897 2.153 1.524
O 0.308 -1.248 -1.684
H 2.319 0.212 4.994
H -0.003 -1.956 -1.116
O -0.417 -1.176 1.060
H 4.968 -0.524 1.655
H 0.805 -0.624 -5.274
O -0.690 -4.764 0.634
H -0.248 -0.486 -1.635
H -1.641 0.058 -1.117
O 0.679 -1.592 -5.368
H -1.023 -0.428 1.050
H 1.126 -1.957 -4.545
O -2.489 0.523 -0.924
H 0.613 3.650 -1.443
H 2.767 -4.661 3.210
O 4.119 -0.972 1.820
H -1.517 -5.233 0.556
H 3.755 -0.574 2.701
*
```

Results of the natural (NBO) charge analysis, in e, for atoms 1 through 6:
1. O -1.0035
2. H 0.4512
3. H 0.4827
4. O -1.0050
5. H 0.5133
6. H 0.4831



Density functional theory data (the ωB97M-V functional and the def2-TZVPD basis) for 16 unconnected molecules or ions with the total composition H32O16.

Summary:
E_LUMO	-0.0105	hartree
F_max	0.12289	Eh/bohr
M	288.2	g mol⁻¹
frontier orbital gap	0.3650	Ha
highest occupied orbital energy	-10.2	eV
relative energy (zero: lowest compared OMol25 entry of this formula, charge and spin)	886.5	kJ/mol

```
! RIJCOSX wB97M-V def2-TZVPD def2/J DEFGRID3
* xyz 0 1
O 0.914 5.298 -0.277
H 0.338 4.603 -0.514
H 1.414 5.759 -0.948
O 1.968 -0.643 0.108
H 1.740 -0.512 -0.779
H 2.865 -0.511 0.323
O -1.720 3.364 -0.860
H -1.585 2.810 -1.725
H -2.008 4.332 -1.058
O -2.477 -3.052 -3.084
H -1.693 -3.404 -3.417
H -2.875 -3.947 -2.671
O 3.050 0.666 3.611
H 3.648 1.453 3.486
H 2.164 1.039 3.304
O -0.639 -1.069 -4.927
H -0.314 -1.723 -5.662
H -1.055 -1.564 -4.257
O -0.261 -1.531 2.881
H -1.118 -1.924 2.705
H -0.475 -1.317 3.856
O -1.260 -3.003 -0.970
H -0.515 -3.273 -1.440
H -1.876 -2.451 -1.555
O 0.153 1.505 2.498
H -0.013 1.989 1.666
H -0.328 0.692 2.467
O -1.668 1.336 -4.850
H -2.083 1.236 -4.074
H -1.213 0.500 -5.084
O 1.425 -3.348 0.002
H 1.212 -3.319 0.881
H 1.799 -2.424 -0.198
O 4.365 1.066 1.015
H 4.483 1.937 0.657
H 4.295 1.075 1.916
O -0.572 5.643 2.407
H -1.263 4.921 2.253
H 0.170 5.494 1.937
O -3.898 -0.880 1.504
H -4.870 -0.943 1.670
H -4.069 -1.507 0.595
O 1.735 0.573 5.706
H 2.427 -0.071 5.452
H 1.092 0.201 5.216
O -0.726 -4.819 -3.557
H 0.255 -4.866 -3.330
H -0.937 -5.395 -2.876
*
```

Results of the natural (NBO) charge analysis, in e, for atoms 1 through 6:
1. O -0.9850
2. H 0.4938
3. H 0.4893
4. O -0.9477
5. H 0.4735
6. H 0.5045



Density functional theory data (the ωB97M-V functional and the def2-TZVPD basis) for 16 unconnected molecules or ions with the total composition H32O16.

Summary:
E_LUMO	-0.0099	hartree
F_max	0.07085	Eh/bohr
M	288.2	g mol⁻¹
frontier orbital gap	0.3491	Ha
highest occupied orbital energy	-9.8	eV
relative energy (zero: lowest compared OMol25 entry of this formula, charge and spin)	439.5	kJ/mol

```
! RIJCOSX wB97M-V def2-TZVPD def2/J DEFGRID3
* xyz 0 1
O 2.379 -1.460 -1.336
H 2.409 -2.156 -2.040
H 2.948 -0.701 -1.546
O -1.142 -3.673 -0.595
H -1.339 -3.088 -1.335
H -0.562 -3.187 -0.065
O -0.151 3.316 -1.187
H -0.134 4.088 -1.770
H 0.278 2.671 -1.723
O -3.644 -1.584 -0.513
H -4.150 -0.806 -0.175
H -2.828 -1.588 -0.020
O 0.413 -0.604 3.807
H 0.784 -0.588 2.906
H -0.347 -0.056 3.775
O 3.238 1.088 -0.528
H 3.069 0.390 0.075
H 4.252 1.156 -0.439
O 0.903 2.198 1.492
H 0.534 1.629 0.830
H 1.408 2.836 1.059
O -0.408 -1.596 -2.328
H -0.043 -1.027 -1.670
H -1.206 -1.084 -2.415
O -2.103 0.658 -2.674
H -2.141 0.907 -1.725
H -2.278 1.519 -3.036
O 1.268 1.470 -2.653
H 2.067 1.972 -2.688
H 1.316 0.987 -1.821
O -2.142 1.834 -0.202
H -1.528 2.408 -0.646
H -3.025 2.149 -0.432
O 0.772 -2.727 1.370
H 1.172 -2.903 2.226
H 1.570 -2.541 0.857
O 2.486 -0.172 1.863
H 3.049 -0.590 2.467
H 2.528 0.770 2.058
O -1.906 0.765 2.446
H -2.219 0.842 1.559
H -2.695 1.021 2.914
O 0.342 0.164 -0.197
H -0.415 -0.377 0.046
H 1.096 -0.323 0.134
O -1.441 -1.340 0.954
H -0.671 -1.873 1.257
H -1.763 -0.792 1.666
*
```

Results of the natural (NBO) charge analysis, in e, for atoms 1 through 6:
1. O -1.0033
2. H 0.5067
3. H 0.4935
4. O -0.9520
5. H 0.4895
6. H 0.4499